Record 1
{"formula": "C5H7OS2", "method": "ωB97M-V with the def2-TZVPD basis set", "symbols": ["C", "C", "C", "C", "C", "O", "S", "S", "H", "H", "H", "H", "H", "H", "H"], "xyz": [[1.80617, -1.39226, 1.45150], [0.80000, -1.31729, 0.54535], [-2.44408, 1.26858, 1.67470], [0.17981, 0.37048, -2.21603], [-0.16033, -0.36188, 0.37761], [-2.74824, 1.24879, 0.53640], [-2.17715, 1.28750, 3.24174], [-1.08676, -0.48715, -1.13992], [2.61772, -2.12285, 1.44592], [1.80112, -0.69904, 2.29321], [0.80044, -2.01503, -0.34674], [-0.11138, 0.47624, -3.22015], [1.00111, -0.34852, -2.10845], [0.53934, 1.29847, -1.79820], [-0.35952, 0.57222, 0.95505]], "forces_ev_per_a": [[0.7, -0.2, 1.0], [1.3, -0.9, -1.2], [-1.1, -0.3, -2.1], [0.4, -1.5, 1.6], [-2.7, 1.1, -0.8], [0.6, 0.5, 3.3], [0.0, 0.1, -0.9], [0.9, 1.0, 0.2], [-0.4, 0.0, -0.2], [0.1, 0.0, -0.1], [0.2, 0.3, 1.2], [-0.5, 0.1, -1.5], [0.1, 0.4, -0.5], [-0.3, 0.4, 0.3], [0.7, -1.0, -0.4]], "mulliken_charge": [-0.99, 0.04, 0.64, -0.86, -0.65, -0.35, -0.30, -0.26, 0.25, 0.22, 0.18, 0.32, 0.20, 0.29, 0.25], "mol_weight_g_mol": 147.2, "charge": -1, "energy_ev": -29015.2901}



Record 2
{"formula": "C4H32NO11S", "method": "ωB97M-V with the def2-TZVPD basis set", "symbols": ["C", "C", "S", "C", "N", "C", "H", "H", "H", "H", "H", "H", "H", "H", "H", "H", "H", "H", "O", "H", "H", "O", "H", "H", "O", "H", "H", "O", "H", "H", "O", "H", "H", "O", "H", "H", "O", "H", "H", "O", "H", "H", "O", "H", "H", "O", "H", "H", "O"], "xyz": [[-0.24788, 1.53916, 0.05908], [-1.29419, 1.42595, -1.06899], [-2.56097, 2.68457, -1.06158], [1.19189, 1.57716, -0.35504], [2.03393, 0.97493, 0.78812], [2.40106, 1.89465, 1.88978], [-0.47051, 2.46390, 0.72159], [-0.52968, 0.67459, 0.71274], [-1.57984, 0.35620, -1.13622], [-0.85315, 1.51631, -2.12030], [1.43334, 1.14987, -1.41511], [1.36793, 2.65329, -0.64155], [1.32811, 0.28250, 1.12875], [1.75074, 2.69861, 2.04467], [3.44349, 2.30691, 1.66248], [2.47559, 1.30069, 2.79131], [-0.03806, -3.27647, -2.43205], [1.36762, -3.40563, -2.04511], [0.72514, -3.68616, -2.76803], [-4.15723, -0.83136, -0.54115], [-5.00654, -2.11319, -0.99285], [-4.97412, -1.39720, -0.41613], [2.88652, 0.66107, -4.28827], [2.99898, 2.06781, -3.83290], [2.86917, 1.20220, -3.41384], [3.09187, -2.59095, -0.59651], [2.13086, -3.91250, -0.66773], [3.00409, -3.49987, -0.83257], [0.35849, -4.41727, 0.39314], [0.35619, -2.90423, -0.06744], [0.78995, -3.55016, 0.50983], [-1.19632, -0.41143, 3.39090], [0.36072, -0.40668, 3.40825], [-0.36898, -0.26471, 3.96519], [-2.45998, -0.57972, 1.17987], [-1.01193, -1.77907, 1.69293], [-1.34910, -1.29142, 0.92784], [-0.02875, 3.99897, 2.79883], [-0.66804, 3.00800, 3.72802], [-0.07980, 3.69013, 3.70749], [-3.25110, 2.36854, 0.12465], [-4.17787, -0.45641, 1.49749], [-3.25330, -0.00026, 1.59871], [0.33337, -1.56397, -1.34763], [-0.97730, -1.70230, -0.11447], [-0.52392, -2.00449, -1.22905], [3.70708, 0.51077, -1.97310], [3.76314, 0.39266, -0.46108], [4.12149, -0.00539, -1.33479]], "forces_ev_per_a": [[-2.0, 0.5, 1.2], [1.3, -0.7, -1.5], [-1.2, -0.2, 1.0], [1.3, 0.4, -1.2], [-1.4, 0.2, -1.3], [2.4, -1.1, -1.4], [0.3, -1.3, -1.1], [0.8, 0.6, -0.4], [-0.6, 0.7, 0.4], [-0.2, 0.4, 1.3], [-0.5, -0.3, 2.2], [0.6, -0.7, 1.0], [1.2, 0.6, -0.1], [-1.2, 1.2, 0.3], [-1.3, -0.4, 0.4], [0.0, 0.0, 0.3], [-2.2, 1.1, 0.7], [-0.7, -0.6, -1.9], [3.1, -0.8, 0.4], [-1.3, -1.3, -0.1], [0.5, -1.6, -1.7], [0.8, 3.0, 1.7], [-0.1, 0.7, 2.5], [0.0, 0.1, 0.7], [0.0, -0.7, -3.5], [-0.6, 0.9, 0.5], [0.8, 1.2, 0.9], [0.7, -1.9, -1.3], [-0.1, 0.9, 0.0], [-0.9, -0.1, -0.7], [0.2, -1.4, 1.1], [1.8, 0.5, 1.1], [1.4, -0.3, -1.3], [-3.4, 0.0, 0.1], [-1.3, 0.2, 0.7], [-0.2, -0.1, -0.5], [0.9, -0.6, 0.2], [-0.2, -0.1, 0.0], [-2.5, -3.1, 0.0], [2.6, 3.2, 0.0], [0.9, 0.1, -1.2], [3.0, 1.1, 0.2], [-2.5, -0.7, -0.4], [-0.5, 0.2, -0.1], [0.3, 0.3, -0.3], [0.1, 0.4, 0.6], [-1.1, 1.3, -2.0], [0.5, -1.1, -1.8], [0.6, -0.5, 4.2]], "mulliken_charge": [0.46, -0.52, -0.30, -0.32, -0.16, -0.91, -0.01, -0.03, 0.13, 0.31, 0.00, 0.23, 0.17, 0.30, 0.23, 0.38, 0.42, 0.32, -0.70, 0.36, 0.29, -0.67, 0.30, 0.28, -0.65, 0.34, 0.30, -0.68, 0.33, 0.36, -0.72, 0.33, 0.32, -0.66, 0.38, 0.16, -0.79, 0.31, 0.32, -0.63, 0.13, 0.28, -0.71, 0.32, 0.31, -0.96, 0.34, 0.42, -0.69], "mol_weight_g_mol": 302.4, "charge": -1, "energy_ev": -39515.1279}



Record 3
{"formula": "C28H20Cl5FN6O11W", "method": "ωB97M-V with the def2-TZVPD basis set", "symbols": ["W", "Cl", "C", "C", "Cl", "C", "Cl", "C", "O", "C", "Cl", "C", "Cl", "C", "C", "N", "C", "C", "C", "O", "O", "C", "O", "C", "C", "C", "F", "C", "C", "C", "N", "C", "C", "N", "C", "C", "H", "H", "H", "H", "H", "H", "H", "H", "H", "H", "H", "H", "H", "H", "H", "H", "H", "H", "O", "N", "O", "C", "C", "C", "C", "O", "C", "C", "N", "O", "O", "N", "O", "O", "H", "H"], "xyz": [[2.03076, 2.84202, 0.45428], [-4.76844, 0.91295, -0.35621], [-3.12724, 0.68980, 0.07994], [-2.58126, 1.57034, 1.14266], [-3.68651, 2.45865, 2.10142], [-1.26131, 1.78417, 1.25756], [-0.59459, 3.14202, 2.09779], [-0.26387, 0.95484, 0.51403], [2.20988, 1.46764, 1.84176], [-0.92585, -0.18394, -0.24850], [-0.26025, -1.51751, 0.59257], [-2.31209, -0.10855, -0.64788], [-2.85809, -0.84974, -2.10963], [3.82849, -4.57066, -0.33568], [3.13950, -4.01451, 0.89128], [2.26588, -2.79587, 0.58622], [3.01496, -1.67303, 0.11066], [2.93690, -0.40224, 0.49833], [3.76206, 0.55654, -0.38489], [4.65946, 0.14638, -1.04318], [3.37200, 1.84900, -0.44515], [1.97059, 0.21171, 1.42579], [0.58558, 1.79210, -0.23906], [0.67881, -0.04029, 1.28220], [-0.78359, -2.06273, 2.23310], [-1.88477, -2.79829, 2.12301], [-2.52164, -3.20728, 3.21057], [-2.36009, -3.21181, 0.78883], [-1.52485, -2.79792, -0.16121], [1.03054, -3.11141, 0.65255], [-3.53210, -3.93868, 0.59219], [-4.53572, -4.26966, 1.58755], [-5.92883, -3.98388, 1.04615], [-6.14036, -4.72829, -0.24505], [-5.08135, -4.36699, -1.25244], [-3.71621, -4.65597, -0.65328], [4.33070, -5.49268, -0.04517], [4.58854, -3.90543, -0.73991], [3.10743, -4.81221, -1.11703], [3.83855, -3.66298, 1.65010], [2.47507, -4.75092, 1.33979], [3.71541, -1.94182, -0.66669], [-0.27543, -1.62559, 3.07511], [-1.38973, -3.04252, -1.19858], [-4.42728, -3.66944, 2.48231], [-4.45867, -5.32279, 1.89041], [-6.04948, -2.92659, 0.81381], [-6.70200, -4.29706, 1.74508], [-7.07045, -4.53130, -0.61930], [-6.10860, -5.73577, -0.06577], [-5.20009, -3.30484, -1.46418], [-5.26226, -4.94588, -2.15596], [-2.97374, -4.35648, -1.38708], [-3.59532, -5.73687, -0.49557], [5.99083, 8.42072, -0.80598], [5.05566, 8.38621, -1.57347], [4.85136, 9.14522, -2.49161], [4.08154, 7.28807, -1.38220], [4.32155, 6.36195, -0.38668], [3.38410, 5.36473, -0.25861], [2.28884, 5.20747, -1.11203], [1.57641, 4.07645, -0.96036], [2.06234, 6.20409, -2.06235], [2.96769, 7.23937, -2.20172], [0.89502, 6.17563, -2.96600], [0.10631, 5.26621, -2.82526], [0.81297, 7.06679, -3.77804], [3.44985, 4.28529, 0.68315], [2.29148, 4.29022, 1.63521], [4.48654, 3.77212, 1.15923], [5.18892, 6.42745, 0.25565], [2.80955, 7.99431, -2.95859]], "forces_ev_per_a": [[-0.3, 0.7, 1.1], [0.0, 0.0, 0.0], [0.2, 0.0, -0.2], [0.0, 0.0, 0.0], [0.0, 0.0, 0.0], [0.0, 0.1, -0.1], [0.0, -0.4, 0.1], [0.6, -1.0, 0.7], [0.4, -0.4, -0.1], [0.1, 0.4, -0.2], [-0.7, 0.4, -0.3], [0.0, 0.1, 0.4], [-0.1, -0.1, 0.0], [0.0, 0.0, -0.1], [0.1, 0.0, 0.0], [0.2, -0.7, 0.1], [-0.1, 0.3, -0.2], [0.0, -0.2, 0.5], [0.1, 0.1, 0.1], [0.1, 0.0, 0.0], [0.1, -0.5, -0.2], [0.1, 0.7, -0.7], [-0.2, 0.2, -0.4], [-1.6, -0.1, -0.2], [0.0, 0.0, -0.3], [0.0, 0.1, 0.1], [0.0, -0.1, 0.0], [-0.4, -0.2, 0.0], [1.0, 0.3, 0.4], [0.6, 0.1, 0.3], [0.1, 0.0, 0.0], [0.0, 0.0, 0.0], [0.0, 0.0, 0.0], [0.0, 0.0, 0.0], [0.0, 0.0, 0.0], [0.0, 0.0, -0.1], [0.0, 0.0, 0.0], [0.0, 0.0, 0.0], [0.0, 0.0, 0.0], [0.0, 0.0, 0.0], [0.0, 0.0, 0.0], [0.0, 0.0, 0.0], [-0.1, 0.0, 0.0], [-0.2, 0.2, -0.1], [0.0, 0.0, 0.0], [0.0, 0.0, 0.0], [0.0, 0.0, 0.0], [0.0, 0.0, 0.0], [0.0, 0.0, 0.0], [0.0, 0.0, 0.0], [0.0, 0.0, 0.0], [0.0, 0.0, 0.0], [0.0, 0.0, 0.0], [0.0, 0.0, 0.0], [0.0, 0.0, 0.0], [0.1, -0.1, -0.1], [0.0, 0.0, 0.0], [0.0, 0.0, 0.0], [-0.1, 0.1, 0.2], [-0.2, 0.1, 0.1], [0.0, 0.0, 0.0], [0.0, 0.0, 0.0], [0.0, 0.0, -0.1], [0.0, 0.0, 0.0], [0.0, 0.0, 0.0], [0.0, 0.0, 0.0], [0.0, 0.0, 0.0], [1.1, -0.6, -1.2], [-0.5, -0.4, 0.0], [-0.2, 0.5, 0.2], [0.0, 0.0, 0.0], [0.0, 0.0, 0.0]], "mulliken_charge": [1.74, -0.16, 0.36, 0.18, -0.14, -0.25, -0.09, 2.55, -0.56, -2.08, 0.69, 0.13, -0.13, -1.18, -0.49, 0.43, -0.56, 0.60, 0.14, -0.53, -0.56, -0.60, -0.69, 0.19, -0.42, 0.21, -0.37, 1.83, -2.15, -0.31, 0.15, -0.53, -0.82, -0.13, -0.82, -0.48, 0.39, 0.41, 0.33, 0.39, 0.48, 0.50, 0.72, 0.64, 0.40, 0.29, 0.38, 0.42, 0.35, 0.40, 0.39, 0.42, 0.27, 0.32, -0.60, 1.06, -0.59, -0.41, -0.60, 0.31, 1.07, -0.61, -0.93, -0.23, 1.10, -0.60, -0.62, 0.97, -0.66, -0.63, 0.63, 0.67], "mol_weight_g_mol": 996.6, "charge": 2, "energy_ev": -127940.3503}